No. 1
ORCA calculation (wB97M-V/def2-TZVPD) on a structure of composition C41H29AsBr2IN3O3W at a distorted geometry.

The value obtained for the energy is -264437.64157 eV. The strongest force on any atom comes out at 2.53 eV/Å. The charge is +2.

Each line ends with the Mulliken charge.
Positions of all 81 atoms, in Å:
W 0.69233 -0.00494 0.05517  0.184
C 0.12722 -3.95081 2.15397  -0.945
C 0.16967 -3.95771 0.66120  0.598
N 0.43834 -5.09624 0.03047  -0.501
C 0.51672 -5.11447 -1.29972  -1.282
C 0.35310 -4.00394 -2.11349  0.657
C 0.52550 -4.11164 -3.60242  -1.053
O 1.54845 -3.19114 -3.98726  -0.400
C 0.07656 -2.79589 -1.46168  0.484
C -0.06278 -1.58307 -2.28832  -0.657
N -0.05827 -0.35510 -1.88920  0.405
C -0.38429 0.71489 -2.81165  0.671
C -1.39697 0.44959 -3.72933  -0.249
C -1.83956 1.44301 -4.58114  -0.831
C -1.28725 2.71336 -4.48441  -0.862
C -0.29412 2.96540 -3.55753  -1.334
C 0.19103 1.97459 -2.70239  0.363
I -1.24919 1.69156 0.59309  -0.107
C -0.03063 -2.79150 -0.07582  0.969
O -0.26790 -1.59659 0.54773  -0.962
H 0.25661 -4.96669 2.51614  0.415
H -0.82196 -3.55453 2.51873  0.376
H 0.92201 -3.32470 2.56352  -0.008
H 0.73843 -6.07853 -1.74539  0.369
H -0.41454 -3.88099 -4.11697  0.385
H 0.79273 -5.13794 -3.85573  0.444
H 1.85856 -3.41491 -4.87282  0.302
H -0.11572 -1.76061 -3.35826  1.184
H -1.88606 -0.51597 -3.74524  0.605
H -2.62753 1.23719 -5.29204  0.448
H -1.64181 3.51068 -5.12345  0.433
H 0.11813 3.96470 -3.49548  0.426
Br 4.10908 -3.36282 -1.02248  -0.111
C 3.91693 -1.63758 -1.71263  -0.093
C 4.61006 -1.22686 -2.84752  -0.427
C 4.45571 0.06779 -3.33096  -0.004
Br 5.42836 0.57775 -4.84661  -0.135
C 3.58857 0.97688 -2.72044  0.784
C 3.43572 2.39599 -3.05409  -1.023
C 2.41996 3.07458 -2.53703  -1.261
C 1.31597 2.39103 -1.75482  0.442
N 1.84014 1.25164 -0.95769  0.138
C 2.87426 0.53815 -1.61714  0.203
C 3.07927 -0.73103 -1.10902  -0.126
O 2.26941 -1.04281 -0.01959  -0.043
H 5.27616 -1.91720 -3.34549  0.550
H 4.18930 2.87548 -3.66379  0.551
H 2.32407 4.14040 -2.69402  0.694
H 0.89049 3.09273 -1.03463  0.610
C 0.38018 4.63212 4.56647  -0.556
C 1.59999 4.62633 3.90724  -0.794
C 2.02403 3.48996 3.22949  -0.266
C 1.20852 2.36481 3.21733  0.737
C -0.01891 2.36747 3.87974  -0.381
C -0.43018 3.50304 4.55770  -0.855
As 1.78382 0.76421 2.37094  1.546
C 2.03040 -0.61542 3.65152  0.221
C 1.06860 -1.25635 4.41550  -0.816
C 1.48753 -2.20872 5.33330  -0.602
C 2.84151 -2.50502 5.45745  -0.871
C 3.79269 -1.85949 4.68159  -0.748
C 3.39337 -0.89705 3.76088  0.815
C 4.28720 -0.11340 2.87796  0.198
C 5.66762 -0.25845 2.79974  -0.681
C 6.39304 0.52908 1.91857  -1.009
C 5.76028 1.46770 1.11077  -0.895
C 4.38215 1.62330 1.17371  -0.052
C 3.66564 0.83520 2.05973  0.042
H 0.06025 5.51746 5.09968  0.423
H 2.23111 5.50472 3.92861  0.438
H 2.98833 3.48991 2.73769  0.347
H -0.65100 1.48670 3.89017  0.409
H -1.37561 3.50669 5.08333  0.437
H 0.01552 -1.02529 4.31577  0.441
H 0.76150 -2.71867 5.95213  0.474
H 3.15888 -3.24949 6.17548  0.434
H 4.83912 -2.10438 4.80615  0.442
H 6.18152 -0.98272 3.41768  0.449
H 7.46715 0.41197 1.86149  0.446
H 6.34161 2.08281 0.43654  0.490
H 3.89228 2.36271 0.55082  0.464

---

No. 2
ORCA calculation (wB97M-V/def2-TZVPD) on a cluster of 2 separate species, CH2NO4 in total at a distorted geometry.

The value obtained for the energy is -10732.17291 eV. The strongest force on any atom comes out at 5.90 eV/Å. The charge is +1.

Each line ends with the Mulliken charge.
Positions of all 8 atoms, in Å:
C 0.03740 -0.34802 0.06896  0.046
N -3.60438 -0.33326 1.83663  1.252
O -3.41927 -1.42273 1.86223  -0.254
O -4.00761 0.60456 2.20284  -0.240
O -2.32044 0.17866 0.25878  -0.412
O -0.95991 -0.17931 0.77249  0.026
H -0.12051 -0.21555 -1.00597  0.289
H 0.98412 -0.78205 0.45059  0.294

---

No. 3
ORCA calculation (wB97M-V/def2-TZVPD) on a structure of composition C24H30N5O3SSiW at a distorted geometry.

The value obtained for the energy is -59500.60901 eV. The strongest force on any atom comes out at 1.38 eV/Å. The charge is +1.

Each line ends with the Mulliken charge.
Positions of all 65 atoms, in Å:
W 1.46625 0.12085 0.90665  1.046
N 4.51077 -0.27138 4.09991  -0.396
C 3.43313 -0.00497 3.34196  0.739
S 3.69078 -0.14691 1.56761  -0.553
N 2.32241 0.30599 3.93306  -1.715
N 1.30001 0.53657 3.01026  0.921
C 0.26816 1.14502 3.45286  -0.885
C -0.84894 1.58827 2.54758  2.668
C -1.73746 2.57149 3.24267  -1.324
C -2.23673 3.62044 2.59767  -0.472
C -1.88711 3.90877 1.19801  -0.564
C -1.00510 3.18939 0.51047  -1.982
C -0.28252 2.03728 1.11743  2.210
O 1.07243 2.09493 0.95220  -1.034
H 5.40487 -0.43203 3.67406  0.204
H 4.45606 -0.14531 5.09638  0.243
H 0.26688 1.44125 4.50005  0.464
H -1.96470 2.40658 4.29027  0.421
H -2.88783 4.31351 3.11450  0.468
H -2.33734 4.77786 0.73376  0.506
H -0.70063 3.47542 -0.48979  0.485
O -0.74255 0.89695 -5.68238  -0.493
C 0.63834 0.79287 -5.42557  -0.623
C 0.84776 0.60138 -3.95078  0.148
C 2.13408 0.43687 -3.44534  -1.148
C 2.30192 0.27254 -2.09223  -0.588
N 1.26948 0.25442 -1.22817  0.384
C 0.01308 0.43121 -1.71373  -0.210
C -0.21749 0.60699 -3.06614  -0.405
C -1.09462 0.46167 -0.72860  0.267
C -2.39684 0.36112 -0.97483  -0.579
C -3.38192 0.51504 0.11538  0.527
C -4.82615 0.58466 -0.29506  -0.995
O -5.02487 1.55110 -1.31712  -0.516
C -2.99402 0.59393 1.38746  -1.936
C -1.56138 0.41978 1.77488  -0.015
N -0.66077 0.64611 0.61714  0.534
H -0.88669 1.00592 -6.62683  0.321
H 1.18099 1.69520 -5.72933  0.349
H 1.08864 -0.05533 -5.95222  0.346
H 3.00088 0.44329 -4.09344  0.497
H 3.28022 0.13643 -1.65432  0.530
H -1.22045 0.76474 -3.43252  0.637
H -2.76420 0.19215 -1.97857  0.590
H -5.45769 0.77338 0.57629  0.393
H -5.13728 -0.36796 -0.72660  0.344
H -4.92502 2.42798 -0.93206  0.324
H -3.72370 0.70450 2.18202  0.329
H -1.41491 -0.55185 2.24961  0.568
C 3.12508 -3.10856 -0.41016  -0.945
Si 1.30991 -3.14208 -0.01895  0.159
C 0.89833 -4.77847 0.74902  -1.147
C 0.33743 -2.91254 -1.59430  -0.851
C 0.71723 -1.81636 1.22167  -0.853
H 3.38658 -4.00076 -0.98581  0.358
H 3.73206 -3.10316 0.49726  0.303
H 3.40694 -2.23746 -1.00621  0.279
H 1.16737 -5.59838 0.07819  0.320
H -0.16872 -4.85919 0.96985  0.329
H 1.44734 -4.91417 1.68402  0.328
H 0.31237 -3.84496 -2.16399  0.525
H 0.78326 -2.15240 -2.24039  0.191
H -0.69821 -2.62563 -1.38972  0.240
H 0.98620 -2.15698 2.22847  0.591
H -0.37139 -1.87704 1.12655  0.144